# 1
Molecular formula: C20H60N12O8
Method: DFT, ωB97M-V with the def2-TZVPD basis set

Cartesian coordinates (Å):
1 C -3.0565 0.8080 -3.2612
2 C -3.8318 0.2256 -2.0812
3 C -3.6770 1.0885 -0.8327
4 O -4.3382 0.4319 0.2263
5 C -4.3769 1.1626 1.4151
6 N -5.2529 0.0502 -2.4442
7 H -2.6852 0.0239 -3.9120
8 H -2.1967 1.4146 -2.9611
9 H -3.7012 1.4626 -3.8532
10 H -3.3942 -0.7568 -1.8917
11 H -4.0877 2.0770 -1.0697
12 H -2.6129 1.1105 -0.5505
13 H -3.3661 1.2867 1.8564
14 H -4.9779 0.6207 2.1379
15 H -4.6927 2.2065 1.2881
16 H -5.6785 -0.3038 -1.5865
17 H -5.6867 0.9638 -2.5615
18 C -2.1017 2.4839 7.8414
19 C -1.1438 1.3350 7.5723
20 C -1.0428 0.9949 6.1046
21 O -2.2596 0.3762 5.7175
22 C -2.2813 -0.0158 4.3624
23 N 0.1643 1.6915 8.1600
24 H -1.6522 3.4422 7.5588
25 H -2.4309 2.5164 8.8754
26 H -2.9829 2.4094 7.1957
27 H -1.4977 0.4647 8.1277
28 H -0.2777 0.2211 5.9491
29 H -0.8109 1.9051 5.5356
30 H -2.3213 0.8955 3.7512
31 H -3.2338 -0.5050 4.1422
32 H -1.4872 -0.7348 4.1378
33 H 0.8364 0.9638 7.9258
34 H 0.5058 2.5259 7.6872
35 C -0.9904 -1.1015 0.6061
36 C 0.3400 -1.4865 0.0116
37 C 0.6269 -0.8301 -1.3222
38 O -0.3557 -1.3059 -2.2262
39 C -0.1151 -0.9614 -3.5798
40 N 1.4295 -1.1484 0.9876
41 H -0.9907 -0.1015 1.0587
42 H -1.3545 -1.7728 1.3855
43 H -1.7700 -1.0630 -0.1586
44 H 0.4213 -2.5682 -0.1034
45 H 1.5995 -1.1655 -1.7099
46 H 0.5563 0.2658 -1.2809
47 H 0.0343 0.1261 -3.6529
48 H -0.9785 -1.2655 -4.1570
49 H 0.8243 -1.4325 -3.8913
50 H 1.1732 -0.2960 1.4793
51 H 2.2470 -0.8671 0.4496
52 C 3.8563 2.4954 1.1216
53 C 2.6964 2.6779 0.1663
54 C 1.4013 2.9317 0.9383
55 O 1.2203 1.9336 1.9034
56 C 0.1184 2.1076 2.7745
57 N 2.9779 3.8149 -0.7346
58 H 3.6512 1.6726 1.8149
59 H 3.9914 3.3430 1.7948
60 H 4.7560 2.1904 0.5870
61 H 2.5620 1.8088 -0.4807
62 H 0.5680 2.9479 0.2126
63 H 1.3922 3.9273 1.4083
64 H 0.0152 1.2089 3.3779
65 H -0.7894 2.1450 2.1577
66 H 0.2673 2.9799 3.4150
67 H 2.0905 4.1672 -1.0963
68 H 3.2928 4.6040 -0.1717
69 C 4.1407 -2.0887 -2.1093
70 O 4.2214 -3.2566 -1.8030
71 N 4.4013 -1.0594 -1.2298
72 N 3.7468 -1.6609 -3.3592
73 H 4.6377 -1.3209 -0.2925
74 H 4.1632 -0.1179 -1.4829
75 H 3.5897 -0.6788 -3.4965
76 H 3.3893 -2.3301 -4.0162
77 C -1.0587 -3.3139 -6.3401
78 O -1.2318 -2.3920 -7.1406
79 N 0.1385 -3.6067 -5.7831
80 N -2.0938 -4.1369 -5.9555
81 H 0.9170 -2.9858 -6.0176
82 H 0.2338 -4.2848 -5.0508
83 H -1.8660 -4.9932 -5.4858
84 H -2.9190 -4.0726 -6.5230
85 C 1.8143 -2.5807 4.3806
86 O 1.8192 -3.0101 5.5262
87 N 0.8012 -2.8393 3.5018
88 N 2.8634 -1.8823 3.8475
89 H 0.8618 -2.4801 2.5584
90 H 0.0394 -3.3971 3.8352
91 H 3.5828 -1.4910 4.4220
92 H 2.9444 -1.8097 2.8479
93 C 2.0547 -0.8139 -7.0291
94 O 2.2297 -1.7963 -6.3041
95 N 2.9990 0.1646 -7.1775
96 N 0.9117 -0.6498 -7.7410
97 H 3.7425 0.2566 -6.5111
98 H 2.8115 0.9701 -7.7462
99 H 0.8484 0.1414 -8.3545
100 H 0.1315 -1.3078 -7.6186

Forces on atoms 1 to 2 (eV/Å):
C -0.1 0.4 -0.1
C 0.0 0.3 -0.5

Values from the calculation:
LUMO (eV): 0.14
Relative energy (zero: lowest compared OMol25 entry of this formula, charge and spin) (kJ/mol): 99.22
Molar mass (Da): 596.78


# 2
Molecular formula: C20H60O10
Method: DFT, ωB97M-V with the def2-TZVPD basis set

Cartesian coordinates (Å):
1 C 6.4666 18.1646 -12.5757
2 C 6.5306 19.7509 -12.5206
3 O 5.2391 20.2913 -12.7784
4 H 7.4037 17.8530 -12.1144
5 H 6.4878 17.9767 -13.6491
6 H 5.5309 17.7843 -12.1658
7 H 7.3158 20.1918 -13.1347
8 H 6.8442 20.0658 -11.5253
9 H 4.6481 19.6672 -12.3509
10 C 0.2681 18.0338 -16.7128
11 C -0.3633 18.8636 -17.8732
12 O -1.8092 18.9074 -17.6850
13 H -0.1809 17.0632 -16.5022
14 H 0.0204 18.6266 -15.8322
15 H 1.3375 17.9303 -16.8967
16 H -0.0875 18.4420 -18.8398
17 H 0.0164 19.8795 -17.9820
18 H -2.0604 17.9892 -17.8089
19 C 4.1768 17.0706 -19.6757
20 C 4.7082 15.9999 -20.6959
21 O 3.8949 16.1929 -21.8407
22 H 3.0921 17.1641 -19.6224
23 H 4.4342 18.0745 -20.0132
24 H 4.6492 16.8700 -18.7141
25 H 4.5510 14.9883 -20.3219
26 H 5.7742 16.2199 -20.7546
27 H 4.2401 15.5822 -22.4959
28 C 7.5791 14.0403 -20.0880
29 C 7.6727 12.5476 -20.4718
30 O 7.1863 11.6104 -19.4242
31 H 6.6030 14.3462 -19.7116
32 H 7.8392 14.7609 -20.8632
33 H 8.2770 14.2367 -19.2741
34 H 8.6545 12.1726 -20.7608
35 H 7.0405 12.4957 -21.3582
36 H 6.3108 11.3663 -19.7335
37 C -0.1350 14.4433 -18.1667
38 C -0.3937 15.3128 -19.4502
39 O -1.5914 15.0064 -20.0689
40 H 0.8156 14.7840 -17.7563
41 H 0.0529 13.3983 -18.4132
42 H -0.9452 14.5233 -17.4419
43 H 0.3834 15.0008 -20.1479
44 H -0.3735 16.4005 -19.3815
45 H -1.4303 14.6141 -20.9301
46 C 3.2544 20.3007 -17.3636
47 C 4.0008 21.6134 -17.5638
48 O 3.5951 22.4962 -16.5330
49 H 3.6065 19.7657 -16.4816
50 H 3.3629 19.7175 -18.2781
51 H 2.1770 20.4624 -17.3309
52 H 3.8374 22.0882 -18.5313
53 H 5.0903 21.5794 -17.5692
54 H 4.2153 22.4268 -15.8034
55 C 4.4965 14.7704 -10.8625
56 C 3.3250 14.7727 -11.8859
57 O 2.5742 15.9129 -11.4943
58 H 5.2610 14.0463 -11.1444
59 H 4.1441 14.6171 -9.8425
60 H 4.9654 15.7531 -10.8130
61 H 2.7551 13.8458 -11.9501
62 H 3.7072 14.8240 -12.9054
63 H 1.6556 15.7530 -11.7228
64 C 3.5873 15.8643 -16.2335
65 C 4.9574 15.2222 -16.0002
66 O 5.8057 15.4056 -17.0548
67 H 3.5727 16.9452 -16.3734
68 H 2.8430 15.7273 -15.4490
69 H 3.1984 15.4473 -17.1624
70 H 4.8407 14.1826 -15.6940
71 H 5.4175 15.6771 -15.1230
72 H 6.5938 14.8599 -17.0026
73 C 9.8611 13.4570 -16.1039
74 C 8.5735 12.6736 -16.2045
75 O 7.6000 13.1686 -17.0527
76 H 10.5578 12.6761 -15.7990
77 H 9.8596 14.3033 -15.4170
78 H 10.0406 13.8159 -17.1174
79 H 8.1499 12.6034 -15.2027
80 H 8.8003 11.6406 -16.4681
81 H 7.6515 12.6785 -17.8766
82 C -0.1676 14.9901 -14.0558
83 C -0.7869 14.5554 -12.6731
84 O -0.2666 15.3886 -11.6700
85 H -0.9063 15.6037 -14.5715
86 H -0.1401 14.1353 -14.7316
87 H 0.7898 15.4898 -13.9080
88 H -0.4623 13.5159 -12.6268
89 H -1.8562 14.4091 -12.5206
90 H -0.6601 16.2609 -11.7470

Forces on atoms 1 to 2 (eV/Å):
C 0.9 2.6 -1.1
C -0.5 -1.2 1.3

Values from the calculation:
LUMO (eV): 0.23
Relative energy (zero: lowest compared OMol25 entry of this formula, charge and spin) (kJ/mol): 344.94
Molar mass (Da): 460.69


# 3
Molecular formula: C20H60O10
Method: DFT, ωB97M-V with the def2-TZVPD basis set

Cartesian coordinates (Å):
1 C 4.9103 -2.7276 -1.0964
2 O 4.8300 -3.7249 -0.0607
3 H 5.1144 -1.7817 -0.6465
4 H 5.7034 -2.9972 -1.8084
5 H 3.9343 -2.6304 -1.6853
6 H 3.9634 -4.1398 -0.1882
7 C 0.5913 1.5698 3.0413
8 O -0.1682 0.4890 3.4621
9 H 0.1351 1.9103 2.1330
10 H 0.5527 2.4142 3.6999
11 H 1.5745 1.3614 2.7092
12 H 0.2310 0.0666 4.1917
13 C -4.4092 3.2083 -4.7886
14 C -4.6315 2.3933 -3.5763
15 C -5.5266 1.2279 -4.0204
16 O -3.4168 1.9245 -2.9911
17 H -3.8641 2.5701 -5.4967
18 H -3.9445 4.1518 -4.6055
19 H -5.3307 3.4183 -5.2560
20 H -5.1465 2.9672 -2.8087
21 H -5.1972 0.6791 -4.8936
22 H -6.5684 1.5922 -4.1394
23 H -5.7175 0.5798 -3.1690
24 H -2.6388 2.4419 -3.2176
25 C -2.8996 3.1341 2.8765
26 C -3.8302 3.0417 1.7110
27 C -3.2546 3.9145 0.5533
28 O -4.0154 1.6696 1.1895
29 H -2.8181 4.1667 3.2190
30 H -1.9142 2.8758 2.6736
31 H -3.2524 2.5919 3.7698
32 H -4.8236 3.3620 2.0467
33 H -3.5315 4.9362 0.9050
34 H -3.7978 3.7538 -0.3870
35 H -2.1761 3.8233 0.4179
36 H -3.1741 1.4737 0.7739
37 C -4.0780 -3.2332 -4.8000
38 C -4.1849 -2.1808 -3.7030
39 C -4.0665 -2.8743 -2.3071
40 O -3.0719 -1.2600 -3.8558
41 H -3.0949 -3.6494 -4.7803
42 H -4.2016 -2.6694 -5.7569
43 H -4.7952 -4.0666 -4.6774
44 H -5.1051 -1.5682 -3.7862
45 H -4.9640 -3.5522 -2.0586
46 H -3.8514 -2.0759 -1.6193
47 H -3.1511 -3.4476 -2.4417
48 H -3.1965 -0.4634 -3.2725
49 C -0.7664 0.5450 -1.4811
50 C -0.6431 -0.1748 -0.1804
51 C 0.7528 -0.6600 0.1657
52 O -1.1968 0.6088 0.8983
53 H 0.1358 1.1252 -1.8266
54 H -1.6711 1.1987 -1.3301
55 H -1.0984 -0.1056 -2.2644
56 H -1.0567 -1.1497 -0.2271
57 H 0.6863 -1.3417 1.0122
58 H 1.4653 0.1588 0.3677
59 H 1.3718 -1.1822 -0.5648
60 H -0.9915 0.2071 1.7419
61 C 2.5950 -1.9679 4.4740
62 C 3.5823 -2.2626 3.4283
63 C 4.7924 -1.3848 3.5910
64 O 3.9761 -3.6664 3.6312
65 H 3.1172 -1.7489 5.4496
66 H 1.8413 -2.7324 4.7037
67 H 2.0640 -1.0210 4.4062
68 H 3.0774 -2.2064 2.4443
69 H 5.4933 -1.4983 2.7219
70 H 5.2561 -1.6002 4.5608
71 H 4.4398 -0.3843 3.4283
72 H 4.2594 -3.9690 2.7161
73 C 5.6742 1.6380 -0.2218
74 C 4.7047 2.7688 0.2668
75 C 4.4878 2.6948 1.7357
76 O 5.3196 4.0334 -0.0527
77 H 6.5527 1.7555 0.3162
78 H 5.8275 1.7678 -1.2973
79 H 5.1202 0.7142 0.0246
80 H 3.7710 2.6239 -0.2400
81 H 4.2260 1.7290 2.1136
82 H 3.8346 3.4361 2.1119
83 H 5.4040 3.0001 2.2472
84 H 4.7570 4.8312 0.0610
85 O 2.1093 -5.7820 2.5719
86 H 1.4735 -6.0973 3.2380
87 H 2.4833 -4.9485 2.9598
88 O 1.9772 -4.6179 0.0039
89 H 1.8733 -4.9865 0.9135
90 H 1.1906 -4.0145 -0.0985

Forces on atoms 1 to 2 (eV/Å):
C -1.1 -1.0 -0.7
O -0.5 0.4 -0.6

Values from the calculation:
LUMO (eV): 0.30
Relative energy (zero: lowest compared OMol25 entry of this formula, charge and spin) (kJ/mol): 149.68
Molar mass (Da): 460.69


# 4
Molecular formula: C20H60O10S10Y
Method: DFT, ωB97M-V with the def2-TZVPD basis set

Cartesian coordinates (Å):
1 Y 22.4225 25.0469 -19.5372
2 C 20.8119 24.2083 -23.9744
3 S 20.6533 23.3813 -22.3586
4 O 21.5441 24.1740 -21.4184
5 C 18.9021 23.6485 -21.9383
6 H 20.2916 23.5750 -24.6940
7 H 21.8656 24.1900 -24.2293
8 H 20.4011 25.2133 -23.9255
9 H 18.2468 23.1935 -22.6785
10 H 18.7117 24.7239 -21.9570
11 H 18.7744 23.2750 -20.9289
12 C 24.6597 21.5121 -17.1287
13 S 24.3583 23.2697 -16.8484
14 O 23.3897 23.7797 -17.8776
15 C 23.3962 23.0576 -15.3332
16 H 23.6756 21.0329 -17.1239
17 H 25.1349 21.0661 -16.2492
18 H 25.2552 21.2219 -17.9852
19 H 22.5555 23.7359 -15.4918
20 H 23.8862 23.4099 -14.4258
21 H 23.0410 22.0416 -15.1705
22 C 23.3050 27.3257 -15.5187
23 S 21.7769 27.0290 -16.4821
24 O 22.0989 25.9344 -17.4598
25 C 20.8239 26.3412 -15.1011
26 H 23.9797 27.9335 -16.1072
27 H 23.7114 26.3636 -15.2075
28 H 23.0424 27.8657 -14.6084
29 H 21.0627 25.2873 -14.9941
30 H 19.7873 26.5781 -15.3226
31 H 21.1156 26.9261 -14.2318
32 C 19.5073 23.0254 -16.3780
33 S 19.3988 24.4858 -17.4469
34 O 20.5638 24.3155 -18.4225
35 C 17.9355 23.8133 -18.3454
36 H 18.6188 22.7815 -15.8033
37 H 20.3888 23.0773 -15.7343
38 H 19.7976 22.1927 -17.0247
39 H 17.1840 23.7776 -17.5564
40 H 18.1702 22.8017 -18.6548
41 H 17.6805 24.4565 -19.1813
42 C 19.6540 27.8978 -21.9223
43 S 19.2147 26.8703 -20.4859
44 O 20.5419 26.3707 -19.9718
45 C 18.6971 28.2984 -19.4552
46 H 19.7953 27.2646 -22.7991
47 H 20.6340 28.3183 -21.7011
48 H 18.9845 28.7155 -22.1834
49 H 19.5188 28.9973 -19.3368
50 H 18.3466 27.9241 -18.4935
51 H 17.8232 28.7112 -19.9592
52 C 24.6896 22.6345 -22.9523
53 S 25.1633 23.5612 -21.4667
54 O 23.9899 23.9119 -20.6100
55 C 26.0519 22.3333 -20.5034
56 H 23.8880 21.9466 -22.6654
57 H 25.5033 22.0507 -23.3742
58 H 24.2458 23.3524 -23.6334
59 H 26.2244 22.8405 -19.5542
60 H 27.0284 22.0708 -20.9095
61 H 25.4548 21.4369 -20.3503
62 C 24.1467 29.9459 -19.8347
63 S 22.5579 29.0777 -19.5668
64 O 22.8167 27.6278 -19.1675
65 C 22.1293 30.0244 -18.0556
66 H 23.7919 30.9147 -20.1884
67 H 24.7610 29.4126 -20.5512
68 H 24.6578 30.0579 -18.8803
69 H 22.9167 29.9362 -17.3083
70 H 21.1750 29.7392 -17.6323
71 H 22.1317 31.0524 -18.4259
72 C 26.5730 26.7885 -17.3358
73 S 26.1061 25.6840 -18.6897
74 O 24.6201 25.6905 -18.8856
75 C 26.8092 26.6694 -20.0542
76 H 25.8425 27.5964 -17.2518
77 H 27.5243 27.2874 -17.5061
78 H 26.5134 26.2628 -16.3852
79 H 27.8539 26.8327 -19.7733
80 H 26.2937 27.6101 -20.2072
81 H 26.8646 26.0373 -20.9378
82 C 23.2882 28.4802 -22.9376
83 S 24.0464 26.9546 -22.2744
84 O 22.9806 26.2016 -21.5273
85 C 24.2564 26.2742 -23.9715
86 H 23.0522 29.1750 -22.1279
87 H 22.2575 28.2937 -23.2594
88 H 23.8000 28.9815 -23.7540
89 H 23.2565 26.1074 -24.3652
90 H 24.7654 25.3123 -23.9500
91 H 24.8727 26.9288 -24.5831
92 C 22.6556 19.9171 -20.1778
93 S 21.5993 21.0739 -19.2233
94 O 22.0550 22.4741 -19.5291
95 C 20.0851 20.6576 -20.1290
96 H 23.7162 20.0156 -19.9632
97 H 22.5678 20.1702 -21.2378
98 H 22.2731 18.9140 -20.0013
99 H 20.1898 20.7865 -21.2062
100 H 19.2669 21.3093 -19.8222
101 H 19.7434 19.6581 -19.8585

Forces on atoms 1 to 2 (eV/Å):
Y 0.1 0.4 0.5
C -0.6 -0.5 0.6

Values from the calculation:
Charge: +3
LUMO (eV): -5.64
Relative energy (zero: lowest compared OMol25 entry of this formula, charge and spin) (kJ/mol): 78.90
Molar mass (Da): 870.27


# 5
Molecular formula: C20H60O20
Method: DFT, ωB97M-V with the def2-TZVPD basis set

Cartesian coordinates (Å):
1 C 0.4571 5.2427 1.0738
2 C 0.6361 3.8100 1.7077
3 O 1.4106 3.7251 2.8534
4 O 1.7678 5.5788 0.5958
5 H 0.0630 5.9916 1.7607
6 H -0.1711 5.4113 0.1991
7 H 1.0616 3.0553 1.0463
8 H -0.3752 3.4212 1.8264
9 H 2.0565 4.4336 2.8044
10 H 1.8370 6.4255 0.1486
11 C -1.2793 2.7856 -4.7376
12 C -1.2134 2.0688 -6.1274
13 O -2.1283 2.4922 -7.0924
14 O -1.2911 4.1559 -4.7345
15 H -0.4931 2.3042 -4.1560
16 H -2.1981 2.4190 -4.2800
17 H -1.5325 1.0458 -5.9283
18 H -0.1760 2.1116 -6.4593
19 H -3.0070 2.4664 -6.7066
20 H -2.0013 4.3691 -5.3442
21 C 0.6332 1.5044 5.4084
22 C -0.5149 0.9048 4.3984
23 O -0.3383 -0.4408 3.9796
24 O 1.9358 1.8728 4.8983
25 H 0.7785 0.8369 6.2578
26 H 0.1865 2.4050 5.8295
27 H -0.5731 1.4661 3.4659
28 H -1.5107 0.9951 4.8322
29 H -1.0881 -0.8881 3.5804
30 H 1.7871 2.6180 4.3115
31 C 1.5277 -3.5239 -1.3347
32 C 0.7698 -4.8355 -1.2531
33 O 1.6037 -5.8316 -0.8767
34 O 2.8580 -3.7089 -1.9420
35 H 1.7866 -3.2694 -0.3070
36 H 1.0108 -2.7109 -1.8446
37 H 0.3528 -5.1869 -2.1968
38 H 0.0302 -4.8115 -0.4527
39 H 2.4800 -5.4444 -0.9385
40 H 3.3415 -2.8989 -1.7638
41 C -0.3618 0.6571 -1.2758
42 C -0.7834 0.5312 0.2027
43 O 0.4149 0.6123 1.0446
44 O 0.5914 -0.3535 -1.4972
45 H 0.1743 1.6057 -1.3079
46 H -1.2482 0.5856 -1.9060
47 H -1.3107 -0.3880 0.4578
48 H -1.4130 1.3848 0.4539
49 H 0.2669 -0.0773 1.6958
50 H 1.2520 -0.1992 -0.8180
51 C 4.6376 -2.0490 4.9200
52 C 3.1668 -1.6256 4.9113
53 O 2.5654 -1.1997 3.7198
54 O 4.6731 -3.2634 4.0806
55 H 4.9976 -2.2408 5.9308
56 H 5.1826 -1.1619 4.5974
57 H 2.9841 -0.6769 5.4161
58 H 2.5404 -2.5027 5.0740
59 H 1.8533 -0.6188 3.9975
60 H 4.2249 -3.0087 3.2708
61 C -2.3926 -3.1618 2.4047
62 C -1.3158 -3.7442 3.3817
63 O -1.7110 -3.5635 4.7166
64 O -2.6330 -1.8013 2.5697
65 H -3.3558 -3.6261 2.6161
66 H -2.1378 -3.3815 1.3679
67 H -0.3367 -3.2653 3.3945
68 H -1.3754 -4.8325 3.3784
69 H -2.1940 -2.7430 4.5934
70 H -3.3212 -1.5434 1.9520
71 C -4.6097 0.8601 -4.4525
72 C -5.2040 2.2965 -4.6816
73 O -4.6955 2.8888 -5.9192
74 O -3.6994 0.6728 -3.3637
75 H -4.0229 0.5931 -5.3314
76 H -5.3874 0.0995 -4.3847
77 H -5.3286 2.9381 -3.8093
78 H -6.2616 2.3927 -4.9270
79 H -4.7946 3.8373 -5.8098
80 H -4.0546 0.1142 -2.6685
81 C -2.3747 -2.1573 -4.3798
82 C -2.5211 -2.7828 -3.0140
83 O -2.1275 -2.1665 -1.7462
84 O -1.0746 -1.8015 -4.6356
85 H -2.8196 -1.1659 -4.4648
86 H -2.8642 -2.7717 -5.1355
87 H -2.0247 -3.7505 -2.9426
88 H -3.5778 -3.0409 -2.9441
89 H -1.3901 -1.5734 -1.9083
90 H -0.9784 -1.3504 -5.4775
91 C 4.1712 1.4989 1.5756
92 C 5.0267 0.3384 2.2346
93 O 6.3442 0.5292 1.7230
94 O 3.4065 0.9510 0.4284
95 H 4.8078 2.3433 1.3113
96 H 3.4333 1.8422 2.3007
97 H 4.5868 -0.5938 1.8804
98 H 5.0975 0.2990 3.3216
99 H 6.3522 0.8335 0.8125
100 H 2.4696 1.1115 0.5627

Forces on atoms 1 to 2 (eV/Å):
C 1.4 -0.1 -0.5
C -1.6 0.2 -2.2

Values from the calculation:
LUMO (eV): -0.20
Relative energy (zero: lowest compared OMol25 entry of this formula, charge and spin) (kJ/mol): 573.65
Molar mass (Da): 620.68


| no. | largest force on an atom (hartree/bohr) |
| --- | --- |
| 1 | 0.031 |
| 2 | 0.061 |
| 3 | 0.067 |
| 4 | 0.054 |
| 5 | 0.062 |